Entry 1:
An isolated molecule of C6H8 at a distorted geometry, computed with ωB97M-V with the def2-TZVPD basis set.

Values from the calculation:
HOMO: -0.310 hartree
SMILES: C#CCC1CC1
LUMO level: 1.1 eV
Net charge: 0

Last column: natural (NBO) charge in e.
CARTESIAN COORDINATES (ANGSTROEM)
C  -1.05700  1.14767  -3.02347  -0.25
C  -1.07575  0.48851  -2.00670  -0.04
C  -1.01271  -0.30378  -0.79312  -0.52
C  0.49242  0.05543  0.30297  -0.20
C  0.95280  -0.99321  1.26556  -0.44
C  0.53234  0.33056  1.83600  -0.43
H  -1.02269  1.76727  -3.89918  0.24
H  -1.05376  0.14179  0.19483  0.29
H  -0.98491  -1.37897  -0.96434  0.24
H  1.18035  0.63831  -0.28592  0.23
H  2.00128  -1.27549  1.25489  0.22
H  0.27499  -1.82512  1.46103  0.22
H  -0.36110  0.37007  2.46264  0.22
H  1.31864  0.99365  2.22008  0.22


Entry 2:
A cluster of 2 separate species, C29H24Cl2O5S2 in total at a distorted geometry, computed with ωB97M-V with the def2-TZVPD basis set.

Values from the calculation:
HOMO: -0.227 hartree
LUMO level: -3.1 eV
Net charge: 0

Last column: natural (NBO) charge in e.
CARTESIAN COORDINATES (ANGSTROEM)
Cl  -6.18026  3.89935  -3.09503  0.05
C  -4.67007  3.18907  -2.71444  -0.01
C  -4.56628  1.78736  -2.64458  -0.23
C  -3.32750  1.21111  -2.38333  -0.14
C  -2.17908  2.00836  -2.12260  -0.14
C  -0.92586  1.38327  -1.81197  0.03
C  0.29100  1.98919  -2.07298  -0.29
C  1.51426  1.32467  -2.06596  0.00
C  2.74441  1.97697  -2.38914  -0.06
C  3.95776  1.24710  -2.52742  -0.14
C  5.16928  1.89785  -2.72689  -0.24
C  5.19272  3.30502  -2.81408  0.01
Cl  6.69356  4.11882  -2.93476  0.05
C  4.00322  4.05312  -2.75724  -0.25
C  2.79624  3.39082  -2.56476  -0.15
C  -2.30917  3.42114  -2.24178  -0.13
C  -3.53070  4.00504  -2.56854  -0.24
H  -5.43581  1.16072  -2.82544  0.24
H  -3.21152  0.12331  -2.38779  0.23
H  -0.92289  0.34762  -1.50099  0.26
H  0.25022  3.05349  -2.30963  0.20
H  1.52464  0.27233  -1.76818  0.27
H  3.90815  0.15602  -2.48746  0.24
H  6.09900  1.33338  -2.80940  0.24
H  4.03593  5.13676  -2.85086  0.24
H  1.88191  3.97935  -2.54758  0.21
H  -1.44004  4.05964  -2.06835  0.22
H  -3.60914  5.07538  -2.72991  0.24
C  -2.73472  -0.66125  0.40049  -0.27
O  -1.27782  -0.35440  0.49734  -0.54
C  -0.54142  -0.91571  1.43597  -0.53
S  0.76004  -2.06552  0.94152  2.11
C  -0.02233  -3.55413  0.30430  -0.24
C  -0.52813  -4.50415  1.19604  -0.21
C  -1.15146  -5.65338  0.70490  -0.21
C  -1.29680  -5.85001  -0.67174  -0.21
C  -0.77917  -4.90221  -1.56083  -0.23
C  -0.12983  -3.75848  -1.07778  -0.22
O  1.43452  -1.45678  -0.20066  -1.00
O  1.50961  -2.44913  2.13002  -0.94
S  -1.19489  -1.02830  3.09164  2.12
C  0.16528  -0.55674  4.11777  -0.22
C  0.56148  -1.42299  5.12941  -0.21
C  1.63160  -1.06070  5.94575  -0.20
C  2.29982  0.14914  5.73492  -0.21
C  1.87532  1.01484  4.71930  -0.22
C  0.79649  0.66602  3.90156  -0.21
O  -2.20097  0.01265  3.23988  -0.96
O  -1.52137  -2.40505  3.42031  -0.96
H  -3.04388  -0.13097  -0.49120  0.17
H  -2.84277  -1.74665  0.29281  0.19
H  -3.21823  -0.26814  1.29666  0.23
H  -0.41335  -4.34828  2.26772  0.26
H  -1.50815  -6.40048  1.41264  0.22
H  -1.81831  -6.73807  -1.04833  0.21
H  -0.86939  -5.05427  -2.63534  0.21
H  0.31788  -3.04073  -1.76015  0.23
H  0.05759  -2.37962  5.24161  0.24
H  1.93837  -1.74215  6.73784  0.21
H  3.14881  0.42450  6.36718  0.21
H  2.38065  1.96738  4.55263  0.21
H  0.46152  1.30755  3.08693  0.23


Entry 3:
A structure of composition C14H18BiF6N4O6S5, computed with ωB97M-V with the def2-TZVPD basis set.

Values from the calculation:
HOMO: -0.193 hartree
LUMO level: 2.4 eV
Net charge: -1

Last column: natural (NBO) charge in e.
CARTESIAN COORDINATES (ANGSTROEM)
Bi  0.63703  -0.28420  -1.32974  1.31
F  -4.87012  2.80324  2.84149  -0.31
C  -3.75539  2.08210  2.88035  0.72
F  -4.07148  0.80362  2.66808  -0.32
F  -3.23345  2.18231  4.10596  -0.32
S  -2.50699  2.66455  1.65783  2.26
O  -1.46237  1.66417  1.73151  -0.99
O  -2.15404  3.99268  2.06403  -0.92
N  -3.41875  2.54728  0.38622  -1.24
S  -2.87404  2.80252  -1.08525  2.25
O  -1.91272  1.83560  -1.55129  -0.95
O  -2.64302  4.18116  -1.39688  -0.92
C  -4.43998  2.36139  -1.94889  0.72
F  -5.44186  3.15310  -1.57273  -0.31
F  -4.26023  2.50171  -3.26165  -0.31
F  -4.78867  1.09602  -1.70670  -0.32
S  1.98468  -1.42189  -5.71874  -0.11
C  1.58226  -1.06676  -4.16832  -0.52
S  2.54693  -0.08378  -3.10690  -0.17
S  0.11594  -1.68154  -3.42810  -0.19
C  4.88000  2.98476  -0.95566  -0.26
O  4.06590  2.94206  0.22036  -0.53
C  3.30478  1.83356  0.36306  0.88
O  3.30523  0.90386  -0.40685  -0.65
N  2.55575  1.94083  1.48726  -0.48
N  1.55356  0.99664  1.72278  -0.66
H  5.77047  3.55005  -0.69313  0.18
H  4.33913  3.49042  -1.75453  0.19
H  5.13966  1.98093  -1.28011  0.22
H  2.53858  2.83603  1.95202  0.39
H  0.63329  1.42482  1.68530  0.40
H  1.70172  0.54315  2.61518  0.36
C  -2.47022  -1.15161  -0.03656  -0.43
N  -1.22137  -1.89142  -0.21937  -0.45
C  -1.47194  -3.13733  -0.93856  -0.42
C  -0.54473  -2.15650  1.04923  -0.25
C  0.89110  -2.57200  0.81615  -0.07
C  1.47096  -3.55280  1.61328  -0.22
C  2.79596  -3.91927  1.42198  -0.22
C  3.53945  -3.31019  0.42083  -0.24
C  2.96079  -2.33028  -0.37680  -0.15
C  1.63667  -1.95332  -0.18895  -0.38
H  -3.21312  -1.75096  0.50932  0.17
H  -2.87977  -0.88870  -1.01132  0.22
H  -2.27985  -0.23341  0.51017  0.24
H  -2.12951  -3.79569  -0.35166  0.17
H  -0.53203  -3.65218  -1.13320  0.22
H  -1.95292  -2.92012  -1.89087  0.21
H  -1.07766  -2.93275  1.61862  0.18
H  -0.57866  -1.23591  1.64085  0.22
H  0.87909  -4.03831  2.38262  0.20
H  3.23986  -4.68886  2.04186  0.20
H  4.57135  -3.59828  0.25916  0.20
H  3.54472  -1.85047  -1.15271  0.22


Entry 4:
A cluster of 2 separate species, C6H16N3 in total at a distorted geometry, computed with ωB97M-V with the def2-TZVPD basis set.

Values from the calculation:
HOMO (alpha / beta): -0.474 / -0.474 hartree
LUMO level (alpha / beta): -4.7 / -4.7 eV
Net charge: +1

Last column: natural (NBO) charge in e.
CARTESIAN COORDINATES (ANGSTROEM)
C  -0.42074  1.20294  -0.15910  0.09
C  -0.48750  -0.21188  -0.35043  -0.37
C  -1.66718  -0.84990  0.04833  0.17
C  0.38929  3.47371  -0.81985  -0.62
C  1.95942  1.93142  0.48039  -0.58
C  0.75419  2.00928  -0.58623  -0.32
N  -2.26204  -2.04854  -0.09290  -0.28
N  0.79331  -3.19277  1.34053  -1.10
N  -1.60853  -3.06133  -0.69362  -0.62
H  -1.43857  1.63092  0.31351  0.23
H  -2.40944  -0.11773  0.45744  0.21
H  -3.27288  -1.96333  -0.04923  0.44
H  0.25957  -0.65401  -0.89297  0.23
H  1.14787  4.11022  -1.39520  0.24
H  0.34340  3.98194  0.22022  0.22
H  -0.54591  3.50921  -1.45644  0.22
H  2.44100  2.86669  0.33046  0.23
H  2.52600  1.02233  0.31834  0.22
H  1.51580  1.97232  1.52897  0.22
H  1.18322  1.62915  -1.66112  0.24
H  1.09609  -3.71326  2.23783  0.40
H  0.88704  -3.93055  0.66859  0.35
H  1.42406  -2.49208  1.09448  0.37
H  -2.01149  -3.98815  -0.49509  0.40
H  -0.59596  -3.11664  -0.38690  0.40


Entry 5:
A structure of composition C32H32FLuN4O2S3 at a distorted geometry, computed with ωB97M-V with the def2-TZVPD basis set.

Values from the calculation:
HOMO (alpha / beta): 0.005 / 0.002 hartree
LUMO level (alpha / beta): 4.5 / 4.5 eV
Net charge: -2

Last column: Löwdin charge in e.
CARTESIAN COORDINATES (ANGSTROEM)
Lu  0.00000  0.00000  0.00000  1.10
O  -4.53230  0.21260  -0.56800  0.03
C  -4.79490  -0.30870  0.64900  -0.26
C  -6.13040  -0.48650  1.04750  -0.05
C  -6.43100  -1.02250  2.29930  -0.13
C  -5.40300  -1.38640  3.16620  -0.12
C  -4.07030  -1.21600  2.78530  -0.03
C  -3.74160  -0.67570  1.52370  -0.09
C  -2.31070  -0.50210  1.13820  -0.38
O  -1.97190  0.10090  -0.27900  -0.49
N  -1.33750  -0.87380  2.03470  -0.01
N  0.00380  -0.71410  1.68540  -0.41
C  1.22660  -0.87300  2.08640  -0.17
C  2.37920  -0.42540  1.05450  -0.29
C  3.81160  -0.56500  1.41650  -0.10
C  4.74840  -0.17850  0.52580  -0.14
C  4.35130  0.37900  -0.79960  -0.11
C  3.04850  0.49710  -1.10830  -0.26
N  2.08320  0.13520  -0.27530  -0.19
H  -5.23300  0.47170  -1.18350  0.12
H  -6.93930  -0.20790  0.38380  0.10
H  -7.46300  -1.15570  2.59760  0.08
H  -5.63840  -1.80230  4.13750  0.08
H  -3.29820  -1.50980  3.48480  0.10
H  1.44850  -1.28410  3.06210  0.10
H  4.10290  -0.97030  2.38030  0.10
H  5.80100  -0.27290  0.77310  0.08
H  5.11090  0.68780  -1.51100  0.08
H  2.72780  0.89770  -2.06100  0.13
S  0.00000  -4.59570  -0.88610  0.60
C  0.00000  -3.05760  -0.31300  -1.40
S  1.40730  -2.21750  0.00000  0.96
S  -1.40730  -2.21750  0.00000  0.95
C  -2.83490  -1.88400  -1.59100  -0.20
C  -2.38520  -2.26930  -3.00410  -0.32
C  -2.75770  -1.19560  -4.02780  -0.06
C  -0.92130  -2.71350  -3.09070  -0.16
C  -0.69610  -4.01300  -3.59660  -0.13
C  0.58080  -4.55090  -3.67690  -0.19
C  1.66210  -3.80550  -3.23200  -0.10
C  1.49220  -2.50100  -2.72400  -0.17
C  2.72510  -1.76090  -2.19340  -0.38
C  3.77710  -1.54770  -3.28730  -0.05
C  3.33500  -2.49030  -0.99010  -0.13
C  0.18840  -1.91210  -2.68930  -0.28
N  0.00000  -0.65300  -2.21620  -0.01
C  0.28280  0.38820  -3.03830  -0.26
C  0.56430  0.33900  -4.41520  -0.03
C  0.82670  1.50130  -5.15330  -0.12
C  0.81030  2.74760  -4.53130  -0.15
C  0.52940  2.82490  -3.17150  -0.03
C  0.27130  1.65530  -2.45670  -0.24
F  0.00000  1.72980  -1.14730  -0.11
H  -3.92630  -1.79080  -1.55430  0.11
H  -2.42330  -0.92570  -1.26250  -0.01
H  -2.54060  -2.64750  -0.86260  -0.06
H  -3.00050  -3.14290  -3.26360  0.12
H  -2.36060  -0.21250  -3.76500  0.07
H  -3.84710  -1.09190  -4.08710  0.06
H  -2.39260  -1.45630  -5.02700  0.07
H  -1.53460  -4.62000  -3.92490  0.10
H  0.72900  -5.55230  -4.06390  0.09
H  2.65170  -4.24890  -3.27130  0.10
H  2.45150  -0.76630  -1.82910  0.04
H  4.20270  -2.49270  -3.64090  0.07
H  4.60370  -0.93640  -2.90890  0.06
H  3.34780  -1.03090  -4.15200  0.08
H  3.73060  -3.47510  -1.26020  0.11
H  2.58800  -2.63390  -0.20140  -0.20
H  4.16070  -1.90770  -0.56700  0.07
H  0.57490  -0.62140  -4.92620  0.11
H  1.03980  1.41820  -6.21390  0.08
H  1.01190  3.64700  -5.10150  0.07
H  0.50530  3.77510  -2.65390  0.11
H  0.00000  1.69480  1.08080  -0.10


Entry 6:
A cluster of 2 separate species, C3H12N2OS in total at a distorted geometry, computed with ωB97M-V with the def2-TZVPD basis set.

Values from the calculation:
HOMO: -0.314 hartree
SMILES: NC[C@@H](N)CS.O
LUMO level: 0.9 eV
Net charge: 0

Last column: natural (NBO) charge in e.
CARTESIAN COORDINATES (ANGSTROEM)
N  -3.27161  -0.21287  0.29832  -0.84
C  -2.30499  0.53524  1.16117  -0.23
C  -0.84742  -0.06262  1.05638  -0.06
N  -0.42476  -0.04710  -0.31532  -0.84
C  0.14719  0.58855  2.07258  -0.53
S  1.85284  0.72808  1.48066  -0.04
H  -4.02424  -0.29818  0.97617  0.35
H  -3.76521  0.33201  -0.39996  0.36
H  -2.19694  1.56606  0.81399  0.18
H  -2.61488  0.29670  2.17704  0.19
H  -0.98570  -1.04038  1.54405  0.16
H  0.07546  -0.89817  -0.50755  0.37
H  -1.17055  0.15201  -0.96452  0.37
H  -0.13427  1.65509  2.11554  0.22
H  0.18573  0.01444  2.99701  0.22
H  2.23241  -0.52084  1.12442  0.11
O  2.63998  -1.80726  -5.81603  -0.93
H  2.16833  -0.97108  -5.95780  0.46
H  3.25257  -1.74761  -6.58458  0.46


Entry 7:
A structure of composition C7H13NO at a distorted geometry, computed with ωB97M-V with the def2-TZVPD basis set.

Values from the calculation:
HOMO: -0.285 hartree
LUMO level: 0.8 eV
Net charge: 0

Last column: natural (NBO) charge in e.
CARTESIAN COORDINATES (ANGSTROEM)
C  0.09123  0.30605  -0.66789  -0.11
C  -1.79538  -1.32113  0.20112  -0.41
C  0.46539  -2.17505  0.04625  -0.41
C  -1.00588  1.26623  -1.07604  -0.62
N  -0.38397  -1.00948  0.17717  -0.46
C  0.84012  0.65067  0.50307  0.03
C  1.93579  1.99640  -0.31937  0.36
C  0.88618  0.83809  1.80228  -0.39
O  2.66476  2.65134  0.38236  -0.54
H  0.69724  -0.04522  -1.50988  0.21
H  1.88238  2.24935  -1.42047  0.10
H  -2.00060  -2.06947  0.97146  0.20
H  -2.37197  -0.43267  0.45376  0.20
H  0.29633  -2.69668  -0.90744  0.16
H  1.51054  -1.87250  0.11713  0.21
H  -2.14121  -1.72031  -0.76409  0.16
H  0.27657  -2.87893  0.86121  0.20
H  -1.54697  1.64478  -0.21184  0.22
H  -0.56399  2.11506  -1.59847  0.23
H  -1.71979  0.76657  -1.73063  0.23
H  0.38577  0.17910  2.49546  0.21
H  1.59747  1.55783  2.19484  0.23


Entry 8:
A structure of composition C16H30N8O2S2V at a distorted geometry, computed with ωB97M-V with the def2-TZVPD basis set.

Values from the calculation:
HOMO (alpha / beta): -0.522 / -0.523 hartree
2S+1: 2
LUMO level (alpha / beta): -7.5 / -6.8 eV
Net charge: +2

Last column: Löwdin spin population.
CARTESIAN COORDINATES (ANGSTROEM)
V  -0.26536  -0.34345  0.25524  1.16
N  3.44135  -0.51261  -0.53604  0.00
C  3.33843  0.65216  0.31588  0.00
C  4.43470  1.71611  0.04725  0.00
C  4.67492  2.88739  1.00577  0.00
C  4.78643  2.50011  2.47769  0.00
N  3.47478  2.59846  3.13036  0.00
C  3.29224  2.49595  4.44116  0.00
N  4.27685  2.04645  5.21983  0.00
N  2.12900  2.85221  4.98459  0.00
C  1.95201  1.23454  0.22604  0.00
O  1.62659  2.26080  0.74394  0.00
O  1.00978  0.52211  -0.52810  -0.03
H  4.26088  -1.06118  -0.31544  0.00
H  3.49435  -0.25114  -1.51293  0.00
H  3.40775  0.32025  1.35896  0.00
H  4.28414  2.11111  -0.96098  0.00
H  5.35534  1.13083  0.01032  0.00
H  3.92570  3.67104  0.89054  0.00
H  5.62561  3.33570  0.71798  0.00
H  5.47372  3.17855  2.98620  0.00
H  5.18203  1.48267  2.57166  0.00
H  2.69613  2.86785  2.54740  0.00
H  5.09413  1.62179  4.81551  0.00
H  4.11596  1.87310  6.19960  0.00
H  1.46080  3.38165  4.45385  0.00
H  1.96070  2.74361  5.97005  0.00
S  -0.04710  -0.20852  2.46024  -0.06
C  0.98773  -1.63024  2.36362  0.02
S  0.94705  -2.26943  0.76077  -0.04
C  1.74890  -2.07668  3.38371  -0.01
C  1.80432  -1.35413  4.62808  0.00
N  1.86313  -0.73252  5.59277  -0.01
C  2.59407  -3.21967  3.19375  0.00
N  3.29301  -4.11438  3.02053  -0.01
C  -2.18458  1.84940  1.44327  0.00
N  -1.78940  1.28781  0.12767  0.00
C  -1.30110  2.41572  -0.72056  0.00
C  -2.98228  0.70541  -0.54534  0.00
C  -3.17341  -0.71457  -0.10311  0.00
N  -1.91008  -1.49696  -0.28281  -0.01
C  -2.16784  -2.83076  0.35223  0.00
C  -1.59996  -1.70624  -1.72523  0.00
H  -2.90820  2.65266  1.29292  0.00
H  -1.30479  2.25567  1.93791  0.00
H  -2.62978  1.08199  2.07277  0.00
H  -2.11413  3.12934  -0.86807  0.00
H  -0.97933  2.03893  -1.68912  0.00
H  -0.46556  2.90442  -0.23066  0.00
H  -2.82538  0.76296  -1.62150  0.00
H  -3.87386  1.29432  -0.32066  0.00
H  -3.97610  -1.19363  -0.66730  0.00
H  -3.43124  -0.77186  0.95401  0.00
H  -3.11004  -3.21213  -0.04545  0.00
H  -2.24682  -2.70704  1.42888  0.00
H  -1.36824  -3.52299  0.12309  0.00
H  -2.45400  -2.15457  -2.23577  0.00
H  -0.75038  -2.38091  -1.81763  0.00
H  -1.36219  -0.76041  -2.22045  0.00